(1)
Entry from OMol25: the molecule CH7PSi at a distorted geometry (ωB97M-V/def2-TZVPD).

Geometry (Å):
C  -0.28  -1.47  0.58
P  1.06  -0.47  -0.32
Si  0.07  1.57  -0.31
H  -0.23  -0.95  1.59
H  -0.08  -2.55  0.75
H  -1.31  -1.27  0.30
H  0.98  -1.18  -1.77
H  -1.27  1.92  -0.94
H  0.28  1.79  1.13
H  0.79  2.61  -1.01

Values from the calculation:
Highest occupied orbital energy   -9.000 eV
Lowest unoccupied orbital energy   0.9 eV
Total charge   0
Gap between HOMO and LUMO   9.95 eV

(2)
Entry from OMol25: a structure of composition C5H9NO at a distorted geometry (ωB97M-V/def2-TZVPD).

Geometry (Å):
C  -0.90  -1.56  0.99
C  2.11  0.17  0.07
C  -0.77  1.35  -1.06
N  -1.50  -0.27  0.72
C  0.70  -0.21  0.33
C  -0.50  0.12  -0.26
O  0.48  -1.28  1.14
H  -2.40  -0.39  0.27
H  -1.26  -2.03  1.92
H  -0.84  -1.75  -0.37
H  2.70  0.08  0.98
H  2.55  -0.48  -0.69
H  2.16  1.20  -0.28
H  -1.47  1.14  -1.87
H  -1.20  2.14  -0.43
H  0.15  1.77  -1.47

Values from the calculation:
Highest occupied orbital energy   -7.909 eV
Lowest unoccupied orbital energy   1.0 eV
Total charge   0
Gap between HOMO and LUMO   8.93 eV

(3)
Entry from OMol25: the molecule C23H33N3O2 (ωB97M-V/def2-TZVPD).

Geometry (Å):
C  3.99  3.74  -0.48
C  5.08  2.94  0.22
N  4.83  1.53  0.15
N  5.47  0.80  -0.77
C  5.00  -0.43  -0.67
C  5.48  -1.54  -1.54
C  4.02  -0.50  0.35
C  3.22  -1.70  0.72
N  2.22  -1.99  -0.30
C  1.48  -3.22  -0.08
C  0.39  -3.10  1.00
C  -0.55  -1.94  0.69
C  0.28  -0.66  0.53
C  -0.48  0.59  0.21
O  -0.03  1.69  0.46
C  -1.81  0.41  -0.44
C  -1.92  0.17  -1.80
C  -3.17  0.00  -2.37
C  -4.32  0.06  -1.60
C  -4.22  0.31  -0.23
O  -5.26  0.38  0.64
C  -6.60  0.33  0.18
C  -7.01  1.66  -0.46
C  -7.46  0.01  1.40
C  -2.96  0.48  0.34
C  1.33  -0.90  -0.59
C  3.94  0.79  0.85
C  3.08  1.35  1.93
H  3.93  3.45  -1.53
H  4.21  4.80  -0.43
H  3.02  3.56  -0.02
H  5.16  3.24  1.27
H  6.04  3.11  -0.26
H  6.00  -2.29  -0.94
H  6.15  -1.15  -2.29
H  4.63  -2.03  -2.02
H  3.88  -2.58  0.77
H  2.78  -1.56  1.72
H  2.18  -4.01  0.17
H  1.00  -3.48  -1.03
H  -0.17  -4.04  1.05
H  0.86  -2.95  1.97
H  -1.28  -1.82  1.49
H  -1.09  -2.14  -0.24
H  0.84  -0.47  1.45
H  -1.03  0.13  -2.42
H  -3.25  -0.18  -3.43
H  -5.27  -0.08  -2.08
H  -6.71  -0.49  -0.55
H  -8.04  1.60  -0.81
H  -6.94  2.45  0.28
H  -6.36  1.91  -1.29
H  -7.33  0.80  2.14
H  -7.15  -0.93  1.84
H  -8.50  -0.05  1.12
H  -2.90  0.68  1.40
H  1.92  0.01  -0.75
H  0.80  -1.14  -1.52
H  2.86  0.58  2.66
H  3.58  2.17  2.43
H  2.14  1.71  1.52

Values from the calculation:
Highest occupied orbital energy   -8.224 eV
Lowest unoccupied orbital energy   0.8 eV
Total charge   0
Gap between HOMO and LUMO   9.01 eV

(4)
Entry from OMol25: the ion C4H9N2S with charge +1 at a distorted geometry (ωB97M-V/def2-TZVPD).

Geometry (Å):
C  -0.33  -1.98  0.50
C  -0.87  -0.83  -0.13
S  -2.41  -0.27  -0.07
C  0.46  0.27  -0.68
N  1.85  -0.05  -0.68
C  0.19  1.50  0.05
N  -0.98  2.09  0.30
H  0.25  -1.71  1.40
H  -1.25  -2.76  0.76
H  0.39  -2.45  -0.17
H  -0.05  0.30  -1.75
H  2.53  0.31  0.02
H  2.09  -0.78  -1.22
H  1.04  1.96  0.53
H  -1.08  2.84  0.97
H  -1.84  1.54  0.16

Values from the calculation:
Highest occupied orbital energy   -13.021 eV
Lowest unoccupied orbital energy   -5.3 eV
Total charge   +1
Gap between HOMO and LUMO   7.75 eV

(5)
Entry from OMol25: the ion C3H3NO2 with charge -2 at a distorted geometry (ωB97M-V/def2-TZVPD).

Geometry (Å):
O  -2.32  -2.37  -0.49
N  -1.03  -2.36  -0.57
O  -0.24  -3.58  -1.35
C  -0.26  -1.34  -0.36
C  0.99  -0.72  0.10
C  -0.26  0.03  0.22
H  1.55  -0.24  -0.69
H  -0.62  0.13  1.24
H  -0.47  1.05  -0.36

Values from the calculation:
Highest occupied orbital energy   2.382 eV
Lowest unoccupied orbital energy   7.7 eV
Total charge   -2
Gap between HOMO and LUMO   5.35 eV

(6)
Entry from OMol25: a cluster of 2 separate species, C2H7NO2 in total at a distorted geometry (ωB97M-V/def2-TZVPD).

Geometry (Å):
C  0.29  1.56  -1.16
C  -0.10  0.68  0.08
N  0.92  0.75  1.13
O  -1.15  0.12  0.28
H  1.15  1.36  -1.76
H  -0.52  1.46  -1.92
H  0.10  2.66  -0.95
H  1.84  0.65  0.63
H  0.57  0.24  1.90
O  -0.07  -2.56  -0.21
H  -0.01  -3.29  0.40
H  -1.01  -2.34  -0.26

Values from the calculation:
Highest occupied orbital energy   -9.915 eV
Lowest unoccupied orbital energy   0.9 eV
Total charge   0
Gap between HOMO and LUMO   10.79 eV

(7)
Entry from OMol25: the molecule C3H5ClN2 at a distorted geometry (ωB97M-V/def2-TZVPD).

Geometry (Å):
C  1.81  1.89  0.43
N  0.63  1.37  0.49
N  0.61  -0.02  0.09
C  -0.71  -0.26  -0.09
C  -1.14  -1.73  -0.33
Cl  -2.59  -1.66  -1.28
H  1.92  2.85  0.78
H  2.67  1.26  0.07
H  -1.44  0.62  0.04
H  -0.40  -2.19  -0.93
H  -1.36  -2.14  0.71

Values from the calculation:
Highest occupied orbital energy   -9.915 eV
Lowest unoccupied orbital energy   0.4 eV
Total charge   0
Gap between HOMO and LUMO   10.35 eV

(8)
Entry from OMol25: a cluster of 6 separate species, C32H79Cl2N5 in total at a distorted geometry (ωB97M-V/def2-TZVPD).

Geometry (Å):
C  37.32  31.17  16.12
C  36.87  32.56  15.67
N  37.75  33.10  14.58
C  37.08  33.89  13.64
C  36.45  35.06  14.04
C  38.89  33.74  15.11
C  40.02  33.99  14.06
H  38.39  31.37  16.40
H  37.31  30.50  15.50
H  36.69  30.74  16.93
H  36.62  33.36  16.42
H  35.84  32.34  15.34
H  36.40  33.18  13.22
H  37.70  34.25  12.79
H  36.04  35.40  14.99
H  35.63  35.03  13.31
H  36.95  36.13  13.94
H  39.32  33.00  15.82
H  38.70  34.78  15.47
H  40.88  33.75  14.71
H  39.77  35.06  13.71
H  40.04  33.03  13.43
C  41.17  32.12  7.85
C  40.15  33.18  7.81
N  40.73  34.47  8.22
C  40.20  35.69  7.75
C  38.84  35.80  7.59
C  40.66  34.56  9.77
C  41.70  35.42  10.36
H  41.47  31.92  8.72
H  42.13  32.21  7.22
H  40.61  31.30  7.22
H  39.27  32.93  8.56
H  39.82  33.41  6.70
H  40.51  35.46  6.85
H  40.81  36.70  7.90
H  38.17  35.02  7.39
H  38.53  36.64  6.91
H  38.60  36.08  8.54
H  40.92  33.56  10.20
H  39.81  34.87  10.02
H  41.58  36.52  10.04
H  42.69  34.97  10.36
H  41.70  35.47  11.40
C  34.41  29.51  8.47
C  34.26  31.04  8.58
N  34.58  31.48  10.01
C  35.31  32.66  10.12
C  34.99  33.80  9.28
C  33.56  31.18  10.93
C  34.10  31.32  12.52
H  35.47  29.17  8.69
H  34.26  29.11  7.54
H  33.47  28.98  9.12
H  33.24  31.29  8.30
H  34.87  31.49  7.82
H  36.20  32.36  9.67
H  35.61  32.51  11.10
H  34.35  33.82  8.44
H  36.15  34.24  8.93
H  34.68  34.49  9.95
H  33.11  30.05  10.81
H  32.82  31.82  10.86
H  34.90  30.67  12.47
H  33.34  30.87  13.19
H  34.41  32.20  12.76
C  44.52  24.69  12.42
C  43.68  25.96  12.55
N  44.40  27.08  11.98
C  43.77  28.09  11.27
C  42.52  28.49  11.78
C  45.43  27.65  12.98
C  46.60  28.46  12.26
H  43.92  23.68  12.40
H  45.24  24.84  13.05
H  44.92  24.46  11.46
H  43.36  26.24  13.50
H  42.85  25.89  11.98
H  43.50  27.35  10.23
H  44.54  28.82  10.79
H  41.97  28.06  12.48
H  41.80  28.51  10.97
H  42.57  29.55  11.91
H  45.90  26.97  13.71
H  44.78  28.30  13.47
H  46.16  29.37  11.77
H  46.89  27.92  11.35
H  47.41  28.69  12.84
C  33.53  27.65  11.92
C  34.21  26.45  12.67
N  35.51  26.83  13.23
C  35.61  27.81  14.26
C  34.50  28.07  15.07
C  36.16  25.62  13.63
C  36.73  24.87  12.43
H  34.17  28.31  11.48
H  32.93  28.39  12.46
H  32.99  27.38  11.11
H  34.10  25.50  11.95
H  33.60  26.08  13.57
H  35.63  28.49  13.43
H  36.60  27.91  14.61
H  33.44  28.00  14.98
H  34.63  28.97  15.44
H  34.74  27.41  15.88
H  35.62  24.94  14.17
H  37.04  25.86  14.39
H  37.46  25.43  11.82
H  36.12  24.41  11.76
H  37.18  23.95  12.88
Cl  38.95  30.77  9.93
C  38.32  30.09  11.41
C  38.42  28.63  11.64
Cl  40.11  27.95  11.61
H  37.23  30.48  11.42
H  39.12  30.67  12.09
H  37.88  28.03  10.94
H  38.24  28.30  12.55

Values from the calculation:
Highest occupied orbital energy   -7.331 eV
Lowest unoccupied orbital energy   0.6 eV
Total charge   0
Gap between HOMO and LUMO   7.93 eV

What did we get for energy above the lowest of the compared OMol25 structures with the same formula, charge and spin? Answer: 22.8, 83.8, 63.0, 80.2, 58.4, 25.8, 43.3, 458.3 kcal/mol, in the order shown.